i | Density functional theory data (the ωB97M-V functional and the def2-TZVPD basis) for C6H9NS in the gas phase.

Results
Kohn-Sham gap (hartree): 0.3490
2S+1: 1
SMILES: C=CC(/C=N\S)=C/C
Net charge: 0
Highest occupied orbital energy (Eh): -0.322

Each line ends with the Löwdin charge.
Geometry (Å):
C (-0.237, 2.253, 0.294)  -0.0955
C (0.784, 1.210, -0.150)  -0.1036
C (0.796, -0.091, 0.153)  -0.3207
C (1.913, -0.922, -0.261)  -0.1506
C (3.173, -0.497, -0.334)  0.0231
C (-0.191, -0.733, 0.999)  -0.2683
H (-0.814, 2.717, -0.504)  0.0776
H (0.350, 3.052, 0.696)  0.0639
H (-0.889, 1.954, 1.062)  0.0499
H (1.475, 1.653, -0.923)  0.1322
H (1.713, -1.956, -0.374)  0.0951
H (4.019, -1.179, -0.505)  0.0639
H (3.415, 0.563, -0.177)  0.0648
H (0.272, -1.136, 1.941)  0.1378
H (-1.297, 0.143, -1.416)  -0.1380
N (-1.434, -0.898, 0.816)  -0.3507
S (-2.227, -0.428, -0.607)  0.7190


ii | Density functional theory data (the ωB97M-V functional and the def2-TZVPD basis) for C6H9NS in the gas phase.

Results
Kohn-Sham gap (hartree): 0.2639
2S+1: 1
SMILES: S=C1C=CCCNC1
Net charge: 0
Highest occupied orbital energy (Eh): -0.301

Each line ends with the Löwdin charge.
Geometry (Å):
C (0.972, -0.289, -1.553)  -0.6197
C (0.151, 1.126, -1.078)  -0.2511
C (-1.088, 0.547, 1.014)  -0.3286
C (0.030, -0.440, 1.506)  -0.2097
C (0.450, -1.477, 0.556)  -0.0369
C (0.793, -1.483, -0.828)  -0.1094
H (-0.261, 1.594, -1.938)  0.0667
H (0.796, 1.996, -0.810)  0.1140
H (-1.556, 1.690, -0.419)  0.1615
H (-0.986, 1.247, 1.905)  0.1209
H (-2.173, -0.174, 0.986)  0.1827
H (-0.344, -0.833, 2.569)  0.1507
H (0.899, 0.333, 1.614)  0.1449
H (0.325, -2.400, 1.053)  0.0850
H (1.183, -2.362, -1.254)  0.0823
N (-0.993, 0.776, -0.305)  -0.1358
S (1.803, 0.148, -3.018)  0.5824


Which is most stable, and by how much? i, by 223.8 kJ/mol.


i | Density functional theory data (the ωB97M-V functional and the def2-TZVPD basis) for C6H9NS in the gas phase.

Results
Kohn-Sham gap (hartree): 0.2874
2S+1: 1
SMILES: C[C@@H]1C=C(C=S)CN1
Net charge: 0
Highest occupied orbital energy (Eh): -0.317

Each line ends with the Löwdin charge.
Geometry (Å):
C (-1.734, -1.532, 0.436)  -0.0694
C (-0.934, -0.543, -0.491)  -0.3719
C (0.161, 1.629, -0.033)  -0.1546
C (1.196, 0.485, 0.007)  -0.3159
C (2.630, 0.575, 0.259)  -0.5781
C (0.604, -0.636, -0.371)  -0.0244
H (-1.428, -2.626, 0.320)  0.0827
H (-1.493, -1.001, 1.491)  0.1258
H (-2.793, -1.466, 0.087)  0.0645
H (-1.217, -0.747, -1.531)  0.1274
H (-1.972, 1.241, -0.371)  0.1092
H (0.199, 2.211, -0.963)  0.1139
H (0.198, 2.297, 0.838)  0.1121
H (2.982, 1.555, 0.823)  0.1007
H (1.031, -1.631, -0.365)  0.0966
N (-1.091, 0.874, -0.047)  -0.0580
S (3.663, -0.685, -0.090)  0.6395


ii | Density functional theory data (the ωB97M-V functional and the def2-TZVPD basis) for 3 unconnected molecules or ions with the total composition C6H9NS.

Results
Kohn-Sham gap (hartree): 0.2863
2S+1: 1
SMILES: C=CC=S.C#N.C=C
Net charge: 0
Highest occupied orbital energy (Eh): -0.313

Each line ends with the Löwdin charge.
Geometry (Å):
C (1.581, 1.402, -0.921)  -0.2873
C (2.226, 0.874, -2.045)  -0.6865
C (-0.828, -2.438, -1.650)  -0.0937
C (-2.480, -0.145, 2.374)  -0.0788
C (-1.417, -0.052, 1.555)  -0.1051
C (1.376, 0.840, 0.282)  -0.0021
N (-0.413, -1.621, -2.330)  0.0630
S (3.293, -0.364, -1.979)  0.6607
H (1.214, 2.465, -1.095)  0.1256
H (2.000, 1.403, -2.935)  0.0379
H (-1.115, -3.242, -0.953)  0.0704
H (-2.673, -0.807, 3.167)  0.0186
H (-3.165, 0.796, 2.396)  0.0793
H (-1.326, 0.754, 0.853)  0.0365
H (-0.673, -0.906, 1.603)  0.0636
H (0.996, 1.300, 1.109)  0.0143
H (1.403, -0.259, 0.568)  0.0837


Which is most stable, and by how much? i, by 183.2 kJ/mol.


i | Density functional theory data (the ωB97M-V functional and the def2-TZVPD basis) for C5H11NOS2 in the gas phase.

Results
Kohn-Sham gap (hartree): 0.3454
2S+1: 1
Net charge: 0
Highest occupied orbital energy (Eh): -0.324

Each line ends with the Löwdin charge.
Geometry (Å):
C (-0.381, 1.097, 0.047)  -0.0846
C (1.596, -0.024, -0.844)  -0.2936
C (1.154, 1.069, 0.155)  -0.4642
C (-0.993, -0.241, -1.100)  -0.6341
C (-2.144, -1.727, 0.999)  -0.3333
N (1.646, 0.855, 1.499)  0.0491
O (0.339, 1.181, -2.841)  -0.5315
S (-0.908, -1.921, -0.365)  0.7862
S (0.420, -0.174, -2.288)  0.8677
H (-0.889, 0.770, 1.020)  0.0936
H (-0.713, 2.080, -0.355)  0.1047
H (2.596, 0.003, -1.181)  0.0751
H (1.504, -0.848, -0.196)  0.0281
H (1.576, 2.046, -0.126)  0.1391
H (-1.907, 0.178, -1.308)  0.0376
H (-1.558, -2.271, 1.780)  0.0470
H (-3.068, -2.134, 0.798)  0.0010
H (-2.141, -0.661, 1.060)  -0.0061
H (1.246, -0.023, 1.743)  0.0586
H (2.622, 0.745, 1.504)  0.0594


ii | Density functional theory data (the ωB97M-V functional and the def2-TZVPD basis) for C5H11NOS2 in the gas phase.

Results
Kohn-Sham gap (hartree): 0.3419
2S+1: 1
SMILES: C[C@H]1CCCN[S@]1(=O)=S
Net charge: 0
Highest occupied orbital energy (Eh): -0.349

Each line ends with the Löwdin charge.
Geometry (Å):
C (0.080, 1.473, -0.467)  -0.1906
C (0.813, 0.334, 0.282)  -0.1452
C (-0.681, 1.004, -1.635)  -0.2530
C (-0.230, -0.629, 0.936)  -0.4917
C (0.448, -1.960, 1.260)  -0.1578
N (-1.811, 0.164, -1.239)  -0.2346
O (-0.411, -2.142, -1.519)  -0.4567
S (-3.105, -1.589, 0.639)  0.3049
S (-1.447, -1.166, -0.229)  0.5495
H (-0.614, 1.894, 0.278)  0.1280
H (0.720, 2.239, -0.792)  0.1014
H (1.418, -0.020, -0.443)  0.0832
H (1.416, 0.831, 0.982)  0.1069
H (-1.177, 1.760, -2.175)  0.1114
H (-0.173, 0.410, -2.355)  0.1110
H (-0.646, -0.252, 1.831)  0.1061
H (1.421, -1.995, 1.782)  0.0839
H (0.716, -2.437, 0.248)  0.0751
H (-0.185, -2.766, 1.801)  0.1053
H (-2.526, 0.676, -0.747)  0.0630


Which is most stable, and by how much? i, by 143.1 kJ/mol.


i | Density functional theory data (the ωB97M-V functional and the def2-TZVPD basis) for a molecular structure, C3H5N2OS.

Results
Kohn-Sham gap (hartree): 0.2980
2S+1: 1
Net charge: +1
Highest occupied orbital energy (Eh): -0.484

Each line ends with the Löwdin charge.
Geometry (Å):
C (-0.374, -1.305, 0.049)  -0.1217
C (0.966, -1.470, -0.243)  -0.3490
C (0.099, 1.452, 0.098)  0.1360
N (-0.921, -0.134, 0.694)  -0.0613
N (1.327, 1.245, -0.100)  -0.2685
O (-2.176, 0.236, 0.689)  -0.0118
S (2.212, -0.224, 0.109)  1.0239
H (-1.098, -1.962, -0.308)  0.1032
H (1.300, -2.492, -0.696)  0.1283
H (-0.415, 2.382, -0.090)  0.1345
H (1.896, 2.063, -0.137)  0.1251
H (-2.815, 0.209, -0.065)  0.1614


ii | Density functional theory data (the ωB97M-V functional and the def2-TZVPD basis) for a gas-phase ion, C3H5N2OS (charge +1).

Results
Kohn-Sham gap (hartree): 0.3486
2S+1: 1
Net charge: +1
Highest occupied orbital energy (Eh): -0.525

Each line ends with the Löwdin charge.
Geometry (Å):
C (0.176, 0.509, 0.205)  -0.4253
C (2.380, 1.796, -0.988)  -0.6758
C (0.983, -0.055, -1.021)  -0.0240
N (0.587, 1.683, 0.546)  0.1203
N (-0.882, -0.291, 0.503)  0.1555
O (2.164, 0.670, -1.396)  0.0409
S (3.051, 3.161, -0.795)  1.0480
H (1.560, -0.970, -0.780)  0.1614
H (0.382, 0.014, -1.998)  0.1833
H (0.240, 2.056, 1.481)  0.1312
H (-0.824, -1.205, 0.031)  0.1255
H (-1.731, 0.012, 1.037)  0.1588


Which is most stable, and by how much? ii, by 377.0 kJ/mol.


i | Density functional theory data (the ωB97M-V functional and the def2-TZVPD basis) for 2 unconnected molecules or ions with the total composition C2H9NO.

Results
Kohn-Sham gap (hartree): 0.3624
2S+1: 1
SMILES: CN.CO
Net charge: 0
Highest occupied orbital energy (Eh): -0.334

Each line ends with the Löwdin charge.
Geometry (Å):
C (-1.242, 0.882, -1.458)  -0.2910
C (1.333, -0.921, 0.605)  -0.2508
H (-1.190, 0.296, 0.470)  0.1067
H (-1.733, 1.615, -2.133)  0.0616
H (-0.106, 0.928, -1.665)  0.0782
H (-1.677, -0.206, -1.910)  0.1135
H (-0.016, -0.597, 2.140)  0.1193
H (0.794, 0.743, 1.699)  0.1073
H (2.200, -0.467, -0.125)  0.1171
H (2.089, -1.407, 1.348)  0.0778
H (0.881, -1.742, -0.057)  0.0858
N (0.377, -0.115, 1.276)  -0.1108
O (-1.710, 0.992, -0.190)  -0.2146


ii | Density functional theory data (the ωB97M-V functional and the def2-TZVPD basis) for 2 unconnected molecules or ions with the total composition C2H9NO.

Results
Kohn-Sham gap (hartree): 0.3715
2S+1: 1
SMILES: CN.CO
Net charge: 0
Highest occupied orbital energy (Eh): -0.345

Each line ends with the Löwdin charge.
Geometry (Å):
C (-1.656, 0.627, -1.749)  -0.0742
C (2.475, -0.991, 0.660)  -0.2680
H (-1.927, 0.657, 0.397)  -0.0197
H (-2.766, 1.672, -0.033)  0.0045
H (-2.290, 0.436, -2.582)  0.0381
H (-1.048, 1.397, -2.051)  0.0226
H (-1.305, -0.376, -1.634)  0.0514
H (1.449, -0.948, 2.359)  0.1876
H (2.562, -0.341, -0.188)  0.0494
H (3.607, -1.066, 1.186)  0.1312
H (2.031, -1.994, 0.258)  0.0978
N (-2.491, 0.795, -0.360)  -0.0224
O (1.526, -0.353, 1.417)  -0.1982


iii | Density functional theory data (the ωB97M-V functional and the def2-TZVPD basis) for 3 unconnected molecules or ions with the total composition C2H9NO.

Results
Kohn-Sham gap (hartree): 0.4026
2S+1: 1
SMILES: [H][H].C1CO1.N
Net charge: 0
Highest occupied orbital energy (Eh): -0.363

Each line ends with the Löwdin charge.
Geometry (Å):
N (2.226, -0.341, -1.929)  -0.0004
H (3.132, 0.006, -1.553)  0.0261
H (-4.447, -0.187, 3.904)  0.0032
H (2.287, -0.140, -2.998)  0.0637
H (1.493, 0.199, -1.539)  -0.0670
C (-0.716, -0.126, -0.361)  -0.1782
O (-0.033, 1.072, -0.604)  -0.0637
C (0.453, 0.232, 0.444)  -0.1631
H (-0.571, -1.077, -0.793)  0.0960
H (-1.705, -0.106, 0.125)  0.1171
H (1.416, -0.005, 0.218)  0.0472
H (0.287, 0.369, 1.533)  0.1216
H (-3.822, 0.105, 3.554)  -0.0024


Which is most stable, and by how much? i, by 79.4 kJ/mol.


i | Density functional theory data (the ωB97M-V functional and the def2-TZVPD basis) for 2 unconnected molecules or ions with the total composition C2H9NO.

Results
Kohn-Sham gap (hartree): 0.3599
2S+1: 1
SMILES: CNC.O
Net charge: 0
Highest occupied orbital energy (Eh): -0.324

Each line ends with the Löwdin charge.
Geometry (Å):
C (-0.841, 1.353, 0.317)  -0.1262
N (-0.709, -0.066, -0.170)  -0.2027
C (0.434, -0.423, -1.162)  -0.0822
H (-0.098, 2.071, -0.044)  0.0708
H (-1.739, 1.803, -0.050)  0.0520
H (-0.877, 1.336, 1.403)  0.0661
H (-1.649, -0.494, -0.424)  0.1209
H (-0.030, -0.211, -2.094)  0.0555
H (0.827, -1.402, -1.061)  0.0542
H (1.126, 0.369, -0.899)  0.0700
H (0.601, -1.195, 0.976)  -0.0652
H (1.918, -1.366, 1.644)  0.0474
O (1.037, -1.775, 1.564)  -0.0607


ii | Density functional theory data (the ωB97M-V functional and the def2-TZVPD basis) for 2 unconnected molecules or ions with the total composition C2H9NO.

Results
Kohn-Sham gap (hartree): 0.3303
2S+1: 1
SMILES: CN.CO
Net charge: 0
Highest occupied orbital energy (Eh): -0.299

Each line ends with the Löwdin charge.
Geometry (Å):
C (-0.728, -1.358, -1.476)  -0.1853
C (-0.180, 0.545, 1.242)  -0.2291
H (0.703, 0.155, -1.823)  0.1400
H (-0.685, 0.665, -1.187)  0.0840
H (-1.264, -1.664, -0.601)  0.0648
H (-1.327, -1.484, -2.459)  0.0945
H (0.117, -2.104, -1.666)  0.0978
H (1.296, 1.536, 0.958)  0.0145
H (-0.590, -0.113, 2.043)  0.0883
H (-0.957, 1.364, 1.092)  0.0933
H (-0.144, 0.067, 0.275)  -0.0650
N (-0.077, -0.141, -1.138)  -0.1346
O (1.105, 0.930, 1.593)  -0.0632


iii | Density functional theory data (the ωB97M-V functional and the def2-TZVPD basis) for 2 unconnected molecules or ions with the total composition C2H9NO.

Results
Kohn-Sham gap (hartree): 0.3975
2S+1: 1
SMILES: COC.N
Net charge: 0
Highest occupied orbital energy (Eh): -0.361

Each line ends with the Löwdin charge.
Geometry (Å):
C (0.086, 1.920, 0.083)  -0.1278
N (1.192, -2.305, 1.112)  0.0022
H (-0.597, 2.716, -0.338)  0.0957
H (-0.015, 1.652, 1.191)  0.1012
H (1.073, 2.372, 0.006)  0.0699
H (0.526, -1.528, 0.722)  0.0327
H (1.810, -1.955, 1.781)  -0.0383
H (0.600, -2.998, 1.586)  0.0059
C (-1.222, -0.074, -0.888)  -0.0924
O (-0.005, 0.698, -0.642)  -0.2737
H (-2.157, 0.432, -0.385)  0.1168
H (-1.452, -0.183, -1.933)  0.0689
H (-1.282, -1.033, -0.446)  0.0389


Which is most stable, and by how much? i, by 47.7 kJ/mol.